# 1
Molecular formula: C3H5NOS
Method: DFT, wB97M-V/def2-TZVPD

The geometry in XYZ format:
```
11
Properties=species:S:1:pos:R:3:forces:R:3:nbo_charge:R:1
S -1.75925 0.16112 0.62617 2.8017 -0.9134 -1.0716 0.5911
O -2.63545 -0.18946 -0.70011 -0.2090 0.9373 -0.0371 -0.8153
N 0.15248 -0.13122 -0.13521 -5.1484 -1.2560 0.5658 -0.4992
C 0.70078 -1.40034 0.27439 -1.7686 0.4353 -0.9486 -0.4025
C 0.74050 1.01556 -0.00007 1.2714 0.0750 -0.5006 0.1255
C 1.36008 2.03040 -0.16306 -0.4041 0.6235 0.3865 -0.3226
H -2.81264 0.67774 -1.12183 0.0972 -0.7547 -0.0367 0.4922
H 1.56271 3.04331 -0.02638 0.7258 0.8234 0.0026 0.2271
H 0.82055 -1.44282 1.26687 0.1231 -0.0785 4.1757 0.1823
H 0.21230 -2.32519 0.01693 -0.7897 0.2639 -0.8153 0.2128
H 1.65795 -1.43911 -0.03770 3.3004 -0.1556 -1.7208 0.2083
```
Forces are in eV/Å.

SMILES: C#CN(C)SO
Multiplicity: 1
Orbital gap in eV: 8.217

=====

# 2
Molecular formula: C5H10N2
Method: DFT, wB97M-V/def2-TZVPD

The geometry in XYZ format:
```
17
Properties=species:S:1:pos:R:3:forces:R:3:nbo_charge:R:1
N 0.83267 -0.48524 2.64208 -0.1290 2.0610 1.1290 -0.3093
N 0.47534 -0.91188 1.55067 -1.1337 -0.6872 1.2757 0.0291
C -0.53097 -0.58223 0.61296 -1.3025 0.9289 -0.0176 -0.2009
C -0.24607 -1.96131 -0.02725 -0.9538 -1.1442 -0.9531 -0.2775
C 0.13918 -0.74457 -0.75406 -0.8004 0.9409 -0.4267 -0.4387
C -0.73137 2.96300 -1.54286 0.3996 3.5514 -0.1142 -0.8663
C 0.70669 -2.25674 1.09746 -0.2515 -0.7949 -1.5613 -0.2465
H -0.73555 3.84251 -0.80379 0.2720 -1.3809 -0.6621 0.2106
H -0.14728 2.14131 -1.14483 -0.6221 -0.2831 -0.0959 0.2233
H 0.44045 -3.13195 1.66311 -0.3743 0.2991 1.0273 0.2326
H -0.24029 3.43415 -2.43736 -0.1362 -0.7404 0.6921 0.2073
H -1.78454 2.92469 -1.81768 0.0805 -1.1377 0.1954 0.2237
H -1.01552 -2.71547 -0.30821 0.5787 1.0049 0.0382 0.2277
H -0.31123 -0.24276 -1.62889 -0.5260 -0.9639 0.6554 0.2432
H 1.10256 -0.35393 -0.68689 2.0960 -0.1520 -0.2015 0.2014
H 0.35799 0.46286 2.80613 0.7006 -1.3028 -0.5342 0.3341
H 1.68793 -2.38244 0.77941 2.1021 -0.1992 -0.4465 0.2061
```
Forces are in eV/Å.

Multiplicity: 1
Orbital gap (alpha / beta) in eV: 7.914 / 7.910

=====

# 3
Molecular formula: C23H49N3P4SSn
Method: DFT, wB97M-V/def2-TZVPD

The geometry in XYZ format:
```
81
Properties=species:S:1:pos:R:3:forces:R:3:mulliken_charge:R:1
Sn 0.13644 0.39525 -0.53629 0.5695 -0.4812 -0.4859 0.1207
S 1.52130 -1.61802 -1.31083 -0.2827 -0.3532 -0.7448 0.1732
P 0.81743 1.64432 -2.90255 0.4439 0.1775 -1.2979 0.7361
P -2.22824 3.25497 0.49661 -0.6502 0.6133 0.1259 1.0551
P -0.88868 -0.71998 1.86184 -0.2194 -0.8109 1.0343 1.3346
P 2.42202 1.14326 0.48794 0.7673 0.0911 0.4608 0.8281
N -2.89562 -2.17271 3.09247 0.7721 0.2968 0.1151 0.2000
N -0.58290 -2.88766 3.52298 -0.3504 0.7569 -0.0715 0.1786
N -1.45063 -0.83362 4.56256 0.0817 -0.3240 -0.8469 0.1928
C -2.82566 -1.30121 4.28609 0.1103 -0.1718 -0.1523 -0.9164
C 2.93219 0.02797 1.83107 -0.1852 -0.1262 0.1950 -1.0558
C -0.52245 1.62068 -4.13491 -0.3618 -0.0631 0.2996 -1.0794
C 3.86124 1.13502 -0.62569 -0.0287 -0.0186 -0.2418 -1.2306
C -1.05994 -2.32873 -4.32455 -0.3709 0.3712 1.1295 -0.6549
C -2.61606 -1.43440 1.86298 -0.5067 -0.1226 -0.3828 -1.1611
C -1.97135 -3.31844 3.26165 -0.0457 0.2005 0.0045 -0.9108
C 1.66001 -2.73869 -3.77963 0.2166 -0.4341 -0.4681 -0.7619
C 0.81119 -2.16476 -2.80378 0.2718 0.2513 0.9846 0.7390
C 2.19282 0.87774 -3.83402 0.0879 -0.1978 0.3420 -0.9854
C 1.34019 -4.66122 0.29021 0.3553 0.1724 0.1456 -0.7414
C 2.36487 -4.08395 0.93632 -0.1222 -0.2771 -0.2303 -0.4938
C 2.37341 2.80327 1.22453 -0.2288 0.1439 0.0144 -1.2522
C -0.96431 0.09931 3.54900 0.1360 0.5670 0.5167 -1.0831
C -2.56807 3.44353 2.24957 0.3428 -0.2729 0.3100 -1.1738
C -0.56472 -2.02888 -3.05618 -0.7560 0.1687 -0.9331 -0.3554
C 1.14164 -3.07051 -5.02565 0.7451 -0.0130 0.4077 -0.5305
C -3.72097 2.73335 -0.35214 0.1550 -0.3657 -0.2008 -1.1340
C -1.66542 4.82010 -0.17381 0.4522 -0.0183 -0.1378 -1.0820
C -0.55178 -2.00189 4.70901 -0.1978 -0.0539 -0.1604 -0.9585
C 1.29355 3.40382 -2.80982 -0.0551 0.0856 0.4677 -0.8799
C -0.20919 -2.84064 -5.31132 0.0587 -0.0182 -0.2334 -0.5024
C 0.04010 -2.26448 2.36255 0.4251 -0.4888 0.0985 -0.6158
H -1.62320 0.97917 3.49114 0.1523 -0.2842 0.1061 0.4393
H -1.62088 3.45333 2.80775 -0.2668 0.1285 -0.0682 0.4255
H 4.76523 1.11257 0.00070 -0.2187 0.0803 -0.1392 0.5768
H 0.07690 -2.97081 1.52487 -0.1066 0.2718 0.1753 -0.0260
H 2.32720 3.57405 0.44109 0.0277 -0.2184 0.2235 0.3614
H 3.86356 0.24171 -1.26343 0.0262 0.2053 0.2110 0.3167
H 0.04302 0.44631 3.82359 -0.2510 -0.0606 -0.0325 0.4413
H -3.09508 4.39030 2.43367 0.0847 -0.2077 -0.1408 0.4901
H -3.47566 -0.42984 4.12549 0.0854 -0.2739 0.1988 0.3822
H 3.89698 0.39103 2.21837 -0.2528 -0.1259 -0.1041 0.6088
H 3.27987 2.96174 1.82756 -0.2066 -0.0364 -0.1904 0.4712
H -0.14780 2.06587 -5.07031 -0.1060 -0.1089 0.3155 0.4776
H -1.99515 -3.92259 2.34304 -0.0237 0.0278 0.3877 0.3454
H 3.12658 0.92798 -3.26272 -0.1922 0.0165 -0.2372 0.2745
H -2.71142 -2.10537 0.99587 -0.0695 0.1690 0.2266 0.4948
H -2.44798 5.58548 -0.05312 0.1749 -0.2846 -0.0079 0.4700
H -4.42875 3.57536 -0.39126 0.1907 -0.2291 0.0547 0.4342
H 0.49130 -5.09691 0.82957 0.3344 0.1221 -0.1988 0.3580
H -2.31256 -3.90813 4.12723 0.0986 0.1262 -0.4281 0.3614
H 1.49650 2.90290 1.88053 0.2626 -0.0064 -0.1131 0.3307
H 3.05484 -1.00504 1.47265 -0.0091 0.2913 0.0410 0.2383
H -0.84624 0.58865 -4.32675 0.0767 0.3054 0.0283 0.2436
H 1.33683 -4.77409 -0.79893 0.0348 -0.0288 0.3957 0.3216
H 1.33668 3.81538 -3.83043 0.0052 -0.1523 0.2927 0.4654
H 2.31071 1.42770 -4.77730 -0.0305 -0.0744 0.1961 0.5236
H 1.08107 -1.99631 2.59845 -0.3249 -0.0739 -0.0478 0.5803
H 2.20231 0.03796 2.65405 0.2174 0.0299 -0.2297 0.2653
H -1.37812 2.20572 -3.76864 0.1673 -0.1598 -0.2225 0.3697
H -2.11728 -2.16653 -4.54285 0.3000 -0.1617 0.0565 0.5014
H -0.89326 -2.58825 5.57757 0.2554 0.2889 -0.2726 0.3421
H 2.70934 -2.90305 -3.52342 -0.2731 0.0204 -0.2639 0.5115
H -1.20416 2.26011 0.28772 -0.7055 0.7172 0.2625 -0.5021
H -3.18439 2.61163 2.61512 0.0842 0.2279 -0.1170 0.3738
H 2.28004 3.51372 -2.33440 -0.3105 0.0110 -0.1851 0.3130
H 0.55237 3.97097 -2.22689 0.2707 -0.0884 -0.2323 0.1081
H -3.33737 -0.61125 1.74696 0.1063 -0.2615 0.0283 0.4558
H 0.47485 -1.63920 4.86108 -0.2871 -0.2121 0.1149 0.3777
H 2.39888 -4.02728 2.03075 -0.0366 -0.0739 -0.4217 0.3449
H 1.80076 -3.50040 -5.77997 -0.1961 0.1044 0.1671 0.4614
H -0.76156 5.14238 0.36250 -0.2430 0.0240 -0.1299 0.4068
H -4.17527 1.88772 0.18112 0.0202 0.2400 -0.1407 0.3750
H 3.25437 -3.72744 0.40233 -0.3496 -0.1706 0.1780 0.3859
H -3.16826 -1.88556 5.15605 0.0483 0.3423 -0.3445 0.3123
H -3.47251 2.41612 -1.37495 -0.1739 0.1547 0.2080 0.3540
H -0.60654 -3.06036 -6.30360 0.1252 -0.0155 0.2699 0.4769
H 3.88648 2.03819 -1.25033 -0.0014 -0.2449 0.1724 0.4249
H 1.97281 -0.17498 -4.05077 0.0314 0.3520 -0.0282 0.1655
H -1.20960 -1.67065 -2.25169 -0.0237 -0.1051 -0.3380 0.4781
H -1.42890 4.70713 -1.24122 -0.1519 0.1180 0.2591 0.2917
```
Forces are in eV/Å.

Charge: +4
Multiplicity: 1
Orbital gap (alpha / beta) in eV: 4.592 / 4.570